# C23H24N5O4SV

A molecular structure, C23H24N5O4SV at a distorted geometry (ωB97M-V with the def2-TZVPD basis set, the Open Molecules 2025 dataset).

```
58
Properties=species:S:1:pos:R:3:forces:R:3
V 0.503 -1.421 -0.922 -0.1184 2.0937 -0.9537
O 2.336 -1.027 -0.790 0.4432 0.1123 0.4883
C 3.128 -1.131 0.279 -0.4082 0.1517 -0.4039
C 4.510 -1.021 0.101 0.1257 -0.0724 0.0775
C 5.366 -1.060 1.184 0.0308 -0.0188 -0.0345
C 4.877 -1.203 2.483 -0.0562 0.0043 -0.0439
C 3.515 -1.303 2.669 0.0912 -0.0292 0.0707
C 2.624 -1.273 1.589 -0.3591 0.0086 0.2727
C 1.200 -1.269 1.905 0.4734 0.0142 0.0807
N 0.275 -1.239 1.028 -0.7469 0.2281 0.4547
N -1.047 -1.051 1.489 0.6128 -0.1323 -0.1370
C -1.835 -0.950 0.458 -0.0997 0.1916 -0.2799
O -1.446 -1.049 -0.785 0.0477 0.0945 0.5682
C -3.252 -0.575 0.707 0.0480 -0.1722 -0.0175
C -3.779 -0.584 1.996 -0.0506 0.0377 0.0297
C -5.091 -0.194 2.209 0.0129 0.0012 -0.0217
C -5.882 0.212 1.140 0.0114 -0.0079 -0.0039
C -5.360 0.216 -0.146 0.0485 -0.0121 0.0093
C -4.047 -0.182 -0.364 -0.0966 -0.0027 -0.0266
H 4.881 -0.914 -0.910 -0.0005 0.0173 0.0238
H 6.433 -0.977 1.018 -0.0038 -0.0001 0.0011
H 5.551 -1.228 3.328 0.0003 -0.0072 -0.0113
H 3.109 -1.401 3.670 0.0160 0.0049 -0.0286
H 0.897 -1.229 2.950 0.0478 0.0171 -0.0073
H -3.151 -0.898 2.819 -0.0060 0.0059 -0.0090
H -5.500 -0.205 3.212 0.0026 -0.0013 -0.0184
H -6.907 0.516 1.310 0.0208 -0.0033 -0.0055
H -5.977 0.522 -0.982 0.0128 -0.0096 0.0134
H -3.629 -0.204 -1.362 -0.0085 0.0029 0.0148
C 2.365 2.555 1.544 0.0309 -0.0326 -0.0093
C 1.826 3.426 0.411 -0.0330 -0.0544 0.0162
C 1.594 2.651 -0.884 0.1466 0.1252 -0.1233
S 0.266 1.467 -0.716 -0.0045 -0.4334 -0.3976
O 0.421 0.520 -1.927 -0.0895 0.1961 0.8155
C -1.191 2.493 -1.029 -0.0818 0.0321 -0.1108
C -1.694 2.407 -2.466 0.0307 0.0216 0.0089
C -0.853 3.178 -3.476 0.0475 0.0096 -0.0042
H 2.521 3.145 2.447 0.0061 0.0048 -0.0261
H 3.319 2.097 1.270 -0.0242 0.0152 -0.0125
H 1.677 1.746 1.793 -0.0129 0.0161 -0.0095
H 2.530 4.228 0.184 0.0104 0.0229 0.0289
H 0.900 3.917 0.728 0.0022 0.0124 -0.0223
H 2.453 2.021 -1.127 0.0083 0.0218 -0.0057
H 1.372 3.294 -1.736 0.0646 0.0140 0.0143
H -0.911 3.509 -0.739 -0.0628 -0.0015 -0.0084
H -1.949 2.132 -0.333 0.0240 -0.0356 -0.0020
H -2.722 2.775 -2.460 0.0071 0.0459 -0.0163
H -1.735 1.356 -2.751 -0.0556 -0.0207 0.0161
H -0.685 4.210 -3.155 -0.0207 -0.0134 -0.0021
H -1.352 3.213 -4.445 -0.0009 -0.0167 0.0135
H 0.116 2.700 -3.628 -0.0157 0.0025 0.0252
O 0.544 -3.172 -0.932 0.3490 -3.1659 -0.3192
N 0.957 -4.423 -0.748 -0.3623 1.0482 0.0588
C 0.101 -5.287 -1.164 -0.2803 -0.5758 -0.1308
C -1.174 -4.923 -1.753 0.4054 -0.1691 0.2182
N -2.182 -4.636 -2.219 -0.0461 0.0120 -0.0386
C 0.453 -6.685 -1.031 -0.1148 0.4542 -0.0890
N 0.727 -7.795 -0.938 -0.0191 -0.0526 0.0100
```
Forces are in eV/Å.

For the HOMO energy (spin up / spin down), the calculation gives -7.949 / -8.317 eV. Its HOMO-LUMO gap (spin up / spin down) is 7.63 / 7.69 eV. The expectation value of S² is 2.02. As for the energy above the lowest of the compared OMol25 structures with the same formula, charge and spin: 6.16 kcal per mole. The calculation puts the total energy at -76402.9090 eV. As for the spin multiplicity: 3.

=====

# C23H24N6O2

C23H24N6O2 in the gas phase at a distorted geometry (ωB97M-V with the def2-TZVPD basis set, the Open Molecules 2025 dataset).

```
55
Properties=species:S:1:pos:R:3:forces:R:3
O -0.583 4.575 -3.619 0.0777 -0.1070 -0.2376
C -0.946 4.555 -2.464 -0.0815 0.5771 0.1604
N -1.078 3.426 -1.711 -0.1294 -0.1388 0.4111
C -0.851 2.094 -2.064 0.1088 -0.3244 -0.1753
C -1.038 1.127 -1.081 0.0463 -0.1581 -0.1391
C -0.825 -0.215 -1.371 -0.0169 0.5019 -0.4816
C -0.430 -0.600 -2.650 -0.0888 -0.0326 0.1535
C -0.247 0.366 -3.621 -0.0354 -0.0570 0.1272
C -0.451 1.706 -3.341 0.0377 0.1814 -0.1387
H -0.304 2.456 -4.100 -0.0027 0.0147 -0.0055
H 0.061 0.077 -4.614 0.0241 -0.0166 -0.0885
H -0.268 -1.646 -2.853 0.0396 -0.1010 -0.0503
C -0.977 -1.213 -0.337 -0.2504 -0.3726 0.9455
N -1.265 -0.965 0.940 -0.0413 0.5001 -0.3512
N -1.248 -2.168 1.473 -0.0824 0.5603 -0.7950
N -0.971 -3.107 0.603 0.0098 -0.9109 0.6251
N -0.801 -2.537 -0.532 0.0917 0.1500 -0.7238
C -1.436 -2.425 2.869 -0.0598 -0.6006 0.7073
H -1.545 -1.472 3.389 0.0379 -0.0840 -0.1601
H -2.336 -3.029 3.017 0.1821 0.1307 0.0150
C -0.250 -3.267 3.381 -0.4210 0.2660 0.1832
O -0.439 -4.366 3.854 -0.2074 -0.2386 -0.0206
N 0.977 -2.724 3.247 0.4270 0.1412 0.1393
C 1.304 -1.413 2.738 0.0878 0.2974 -0.0335
C 1.881 -1.494 1.344 0.0131 -0.0048 0.0132
C 1.876 -0.370 0.530 0.1586 -0.0520 0.0298
C 2.375 -0.432 -0.757 0.0386 0.1222 0.0507
C 2.880 -1.629 -1.237 0.0504 -0.0374 -0.0579
C 2.897 -2.746 -0.424 -0.0258 0.0485 0.0429
C 2.406 -2.694 0.875 0.0174 0.0513 -0.0333
C 2.406 -3.934 1.731 -0.0653 -0.0244 0.1749
C 2.122 -3.613 3.200 0.0868 -0.4655 -0.0870
H 2.976 -3.112 3.664 -0.0413 -0.0108 0.0159
H 1.883 -4.519 3.758 0.1053 0.1401 -0.0169
H 1.623 -4.604 1.360 0.0481 -0.0616 0.0558
H 3.361 -4.453 1.636 -0.0087 -0.0391 -0.0126
H 3.290 -3.680 -0.798 0.0558 -0.1180 -0.0591
H 3.257 -1.690 -2.246 0.0439 -0.0099 -0.1078
H 2.355 0.445 -1.388 -0.0229 0.0896 -0.0826
H 1.465 0.555 0.908 -0.0834 0.1248 0.0246
H 2.056 -0.978 3.413 -0.1788 -0.0099 -0.0375
H 0.440 -0.748 2.750 0.0640 -0.0561 0.0249
H -1.348 1.405 -0.084 -0.0325 0.0697 0.1180
H -1.387 3.554 -0.757 0.0411 0.0326 -0.1528
C -1.299 5.819 -1.705 0.1297 0.0840 -0.4590
H -1.162 6.653 -2.394 0.0142 -0.1657 0.0037
C -0.599 6.008 -0.341 0.2869 0.0726 0.1240
H -0.098 6.969 -0.246 0.0479 -0.0028 -0.0068
H 0.112 5.225 -0.077 0.0583 0.0143 0.0046
C -1.957 5.937 0.375 -0.1132 0.0610 0.3427
H -2.080 5.074 1.028 -0.0179 -0.0181 0.0617
H -2.215 6.829 0.942 -0.0227 -0.0285 0.0797
C -2.665 5.817 -0.983 -0.3127 0.0182 -0.0602
H -3.284 6.674 -1.236 -0.0364 -0.0094 -0.0318
H -3.258 4.914 -1.124 -0.0522 0.0065 -0.0290
```
Forces are in eV/Å.

For the HOMO energy, the calculation gives -8.555 eV. Its HOMO-LUMO gap is 8.99 eV. As for the energy above the lowest of the compared OMol25 structures with the same formula, charge and spin: 25.52 kcal per mole. The calculation puts the total energy at -37276.0190 eV.

=====

# C23H24NO2

2 unconnected molecules or ions with the total composition C23H24NO2 at a distorted geometry (ωB97M-V with the def2-TZVPD basis set, the Open Molecules 2025 dataset).

```
50
Properties=species:S:1:pos:R:3:forces:R:3
C 0.245 1.858 6.736 -0.0946 -0.0748 -0.0966
O -0.102 2.804 5.711 -0.9054 -0.7902 -1.2393
C -0.827 2.347 4.657 0.2835 0.0035 0.3123
C -1.097 3.285 3.636 0.0847 -0.0815 0.2349
C -1.707 2.891 2.470 0.2031 -0.0466 -0.2013
C -2.189 1.553 2.255 0.2866 0.1378 0.2927
C -2.636 1.172 0.949 -0.6659 -0.4809 1.3325
C -3.363 -0.026 0.638 0.4168 -1.0412 -0.6234
C -4.275 -0.044 -0.473 0.2220 0.2385 -0.0239
C -4.989 -1.164 -0.832 0.0959 -0.3408 0.2670
C -4.850 -2.364 -0.100 -0.0861 -0.1584 0.0589
O -5.518 -3.440 -0.592 0.7439 0.9965 0.7875
C -5.340 -4.693 0.090 0.0040 0.2004 0.1027
C -4.003 -2.379 1.040 -0.0140 -0.2397 -0.4162
C -3.185 -1.288 1.299 -0.5453 0.4598 0.1774
C -2.126 0.707 3.424 0.2057 0.1012 -0.1692
C -1.359 1.033 4.533 -0.0595 0.1851 0.0859
H 0.830 2.433 7.450 -0.0611 -0.1855 -0.0070
H -0.662 1.455 7.205 0.2489 0.1524 -0.0117
H 0.841 1.039 6.310 -0.0773 0.2311 0.1525
H -0.764 4.301 3.830 -0.1104 -0.1222 -0.3057
H -1.858 3.637 1.691 0.1388 -0.2257 -0.0174
H -2.454 1.870 0.125 -0.2535 -0.0477 0.3485
H -4.420 0.865 -1.055 0.1177 -0.1198 0.1523
H -5.669 -1.203 -1.679 0.1780 0.2848 0.0872
H -5.863 -5.420 -0.526 0.0763 -0.0016 0.1623
H -4.272 -4.940 0.169 -0.2810 -0.0037 -0.1013
H -5.784 -4.634 1.092 0.0512 -0.1351 -0.2420
H -3.966 -3.265 1.681 0.3424 0.3210 -0.4409
H -2.361 -1.411 2.003 -0.4062 0.0180 -0.1373
H -2.696 -0.219 3.465 0.3403 0.1877 -0.1019
H -1.192 0.299 5.331 -0.3610 0.3848 -0.3967
C -2.883 3.921 -1.123 0.2216 0.0342 0.5986
N -1.793 2.986 -1.459 -0.0582 0.9747 -3.1080
C -0.740 3.513 -2.012 -0.1808 0.4700 1.6325
C -0.162 3.675 -3.390 0.2066 -0.5161 -0.3372
C 1.241 3.588 -3.444 -0.1785 0.2163 0.0914
C 1.948 3.828 -4.616 -0.1440 -0.0527 -0.0004
C 1.270 4.221 -5.775 -0.2005 -0.0631 0.5289
C -0.115 4.411 -5.719 -0.0029 -0.0121 0.1687
C -0.842 4.128 -4.552 0.1607 -0.3470 0.4285
H -3.412 4.165 -2.054 0.0993 0.0628 0.2777
H -3.620 3.490 -0.448 0.0129 -0.2901 0.0504
H -2.554 4.862 -0.652 0.1307 -0.0537 -0.1094
H -0.063 4.055 -1.295 -0.1922 0.2754 -0.4007
H 1.758 3.381 -2.505 0.0663 -0.0798 -0.3561
H 3.031 3.740 -4.611 -0.1748 -0.0160 -0.0627
H 1.829 4.410 -6.692 -0.2430 0.0125 0.2575
H -0.619 4.814 -6.602 0.0161 -0.2382 0.3677
H -1.920 4.309 -4.520 0.3424 -0.1845 -0.0502
```
Forces are in eV/Å.

Its total charge is +1. For the HOMO energy, the calculation gives -10.312 eV. Its HOMO-LUMO gap is 5.37 eV. As for the energy above the lowest of the compared OMol25 structures with the same formula, charge and spin: 90.63 kcal per mole. The calculation puts the total energy at -29814.7642 eV.

=====

# C23H24O5

C23H24O5 in the gas phase (ωB97M-V with the def2-TZVPD basis set, the Open Molecules 2025 dataset).

```
52
Properties=species:S:1:pos:R:3:forces:R:3
C -2.638 -1.473 -2.231 0.0137 0.0439 -0.0488
C -3.301 -2.311 -1.460 0.1868 -0.1903 0.2807
C -2.728 -3.020 -0.268 -0.3439 -0.0276 0.1491
H -3.354 -2.825 0.612 0.1161 -0.1265 -0.1738
H -2.694 -4.100 -0.452 0.0094 0.1431 0.0666
O -1.389 -2.630 0.019 0.1254 -0.1206 -0.2261
C -1.229 -1.649 0.922 -0.3529 0.0922 0.1916
O -2.134 -1.138 1.527 0.2497 -0.0837 -0.0360
C 0.209 -1.300 1.090 0.4567 -0.0656 -0.1063
C 1.185 -1.850 0.362 -0.1456 0.0585 0.2419
C 2.627 -1.507 0.565 0.0501 0.1500 0.1977
C 3.182 -0.642 -0.550 0.0514 -0.1591 -0.1715
C 4.551 -0.411 -0.614 -0.0723 -0.0263 -0.0263
C 5.087 0.386 -1.608 0.1188 0.0251 0.0114
C 4.261 0.960 -2.559 0.0398 0.0912 -0.0740
C 2.898 0.724 -2.511 -0.0446 0.0348 -0.0760
C 2.363 -0.073 -1.514 0.0786 -0.0822 -0.0419
H 1.299 -0.251 -1.480 -0.0963 0.0254 0.0134
H 2.248 1.164 -3.254 -0.0566 0.0329 -0.0624
H 4.678 1.585 -3.335 0.0319 0.0417 -0.0615
H 6.153 0.559 -1.642 0.0808 0.0101 -0.0064
H 5.205 -0.862 0.120 0.0687 -0.0497 0.0945
C 2.786 -0.833 1.937 -0.3228 0.1769 -0.1015
H 2.696 -1.579 2.729 0.0176 0.0270 0.0181
C 1.683 0.206 2.140 0.6500 0.0285 0.6032
O 1.872 1.217 1.204 -0.0012 -0.2022 -0.0190
C 1.032 2.354 1.356 -0.0787 0.1008 0.0008
C -0.369 2.111 0.857 0.0555 0.0708 0.0424
C -0.583 1.901 -0.498 0.0655 0.0363 0.1466
C -1.851 1.620 -0.973 -0.0756 -0.0542 -0.0856
C -2.929 1.552 -0.102 -0.1038 0.0882 -0.0575
C -2.717 1.777 1.251 -0.0068 0.0880 -0.1319
C -1.449 2.049 1.727 0.0383 0.1068 -0.1104
H -1.295 2.202 2.785 0.0403 -0.0102 0.1327
H -3.548 1.720 1.938 -0.1156 -0.0114 0.1004
C -4.309 1.216 -0.608 -0.1396 -0.1097 0.3736
O -4.506 1.486 -1.976 0.0264 0.1048 -0.3491
H -4.311 2.417 -2.133 -0.0299 -0.0414 0.0074
H -4.476 0.139 -0.497 -0.0220 0.1123 0.0377
H -5.062 1.741 0.000 0.1195 -0.1278 -0.0182
H -2.010 1.445 -2.027 -0.0224 0.0039 -0.0764
H 0.256 1.951 -1.177 0.0948 0.0105 -0.0996
H 1.017 2.661 2.411 0.0076 0.0277 -0.0959
H 1.522 3.129 0.760 -0.0870 -0.0285 0.1501
O 0.400 -0.377 2.076 -0.3022 -0.2745 -0.1414
H 1.723 0.626 3.163 -0.0472 -0.0802 -0.2978
H 3.750 -0.335 2.018 0.0167 -0.0310 0.0646
H 3.208 -2.439 0.574 -0.0849 0.0917 0.0121
H 0.934 -2.565 -0.403 -0.1600 -0.0450 -0.0521
H -4.340 -2.547 -1.647 -0.1563 0.0148 -0.1025
H -3.109 -0.979 -3.062 -0.1476 0.0909 -0.1621
H -1.603 -1.237 -2.045 0.2060 0.0188 0.0752
```
Forces are in eV/Å.

For the HOMO energy, the calculation gives -8.760 eV. Its HOMO-LUMO gap is 9.54 eV. As for the energy above the lowest of the compared OMol25 structures with the same formula, charge and spin: 24.97 kcal per mole. The calculation puts the total energy at -34476.9825 eV.